(1)
The following is a DFT calculation (ωB97M-V with the def2-TZVPD basis set) of C19H28NO11W as an isolated structure in a non-equilibrium geometry.

Properties
HOMO level (alpha / beta) ... -8.53 / -8.53 eV
Net charge ... +1
Lowest unoccupied orbital energy (alpha / beta) ... -2.5 / -2.5 eV
Frontier orbital gap (alpha / beta) ... 6.01 / 6.02 eV

Last column: Löwdin charge in e.
Element x y z (Å)
W -0.12416 0.23615 0.06155  1.51
C 2.27644 1.35304 1.49625  -0.27
C 1.21067 1.38889 2.57001  -0.14
O -0.05548 1.68731 1.94388  -0.27
C -0.11304 2.96171 1.30252  -0.16
C -1.49593 3.04740 0.68092  -0.12
O -1.90604 1.73915 0.24246  -0.25
C -3.00055 1.16571 0.99561  -0.13
C -2.49479 0.20431 2.04711  -0.13
O -1.57437 -0.75522 1.48422  -0.27
C -2.17391 -1.97695 1.02762  -0.11
C -2.20349 -2.01244 -0.50085  -0.14
O -2.13909 -0.64811 -0.91647  -0.29
C -2.07972 -0.42698 -2.32304  -0.13
C -0.76062 -0.96361 -2.85766  -0.11
O 1.22902 0.22949 -2.26527  -0.11
C 2.55145 -0.35225 -2.22774  -0.12
C 2.72472 -1.74984 -1.63161  -0.14
O 1.77047 0.69592 0.37158  -0.37
H 3.15624 0.83538 1.89794  0.13
H 2.60271 2.36738 1.23587  0.12
H 1.42237 2.12398 3.35112  0.14
H 1.06601 0.40384 3.01038  0.13
H 0.65754 3.02183 0.53368  0.12
H 0.03394 3.76312 2.03332  0.15
H -1.48604 3.70520 -0.18813  0.14
H -2.22782 3.42043 1.39641  0.13
H -3.64375 0.67302 0.27249  0.13
H -3.56871 1.96091 1.47911  0.14
H -3.32989 -0.31938 2.51407  0.14
H -1.93534 0.73021 2.81403  0.13
H -3.17940 -2.04625 1.44294  0.13
H -1.56957 -2.79423 1.41767  0.14
H -3.12441 -2.47689 -0.86592  0.14
H -1.34042 -2.55739 -0.88482  0.12
H -2.14348 0.65234 -2.43774  0.14
H -2.92610 -0.90415 -2.82307  0.14
H -0.44338 -0.43707 -3.75432  0.15
H -0.79589 -2.03415 -3.06440  0.14
H 3.15082 0.37157 -1.68028  0.13
H 2.90049 -0.42371 -3.26088  0.13
H 3.80087 -1.92164 -1.59270  0.14
H 2.28560 -2.50548 -2.28371  0.13
O 0.23919 -0.79033 -1.84114  -0.29
O 2.30197 -2.36029 1.80692  0.14
C 2.77255 -2.49350 0.71140  -0.43
O 2.15982 -1.88524 -0.32699  -0.02
C 3.98725 -3.32519 0.44947  -0.13
C 5.08044 -3.19309 1.30079  0.01
C 6.19713 -3.99609 1.12991  -0.03
C 6.22147 -4.95314 0.12566  0.02
C 5.11519 -5.07736 -0.69218  -0.12
C 3.99617 -4.28026 -0.55617  0.05
N 5.12076 -6.09645 -1.76332  -0.35
O 6.07883 -6.83215 -1.82702  0.10
O 4.12684 -6.17466 -2.45752  0.08
H 5.04083 -2.46495 2.09994  0.13
H 7.04963 -3.88563 1.78528  0.12
H 7.07358 -5.59893 -0.02705  0.13
H 3.15549 -4.43191 -1.21723  0.13


(2)
The following is a DFT calculation (ωB97M-V with the def2-TZVPD basis set) of C19H29AuN2O as an isolated structure in a non-equilibrium geometry.

Properties
Expectation value of S² ... 2.005
HOMO level (alpha / beta) ... -14.89 / -14.89 eV
Net charge ... +2
2S+1 ... 3
Lowest unoccupied orbital energy (alpha / beta) ... -6.4 / -10.2 eV
Frontier orbital gap (alpha / beta) ... 8.54 / 4.66 eV

Last column: Mulliken spin population.
Element x y z (Å)
C -1.08619 -0.90953 -3.00827  -0.02
H -2.12205 -0.63677 -3.28466  0.00
H -0.48735 -0.36845 -3.76035  0.01
H -1.37710 -0.43672 -1.62827  0.00
C -0.95572 -2.43847 -3.07839  0.01
H -0.10683 -2.75158 -2.45999  0.00
H -1.84773 -2.88843 -2.62796  0.00
C -0.78085 -2.94865 -4.50397  0.00
H -0.58566 -4.02275 -4.49325  0.00
H -1.68586 -2.76956 -5.09388  0.00
H 0.05938 -2.45224 -5.00197  0.00
C 1.87875 0.75274 1.35014  0.30
C 2.30157 -0.40176 0.65441  0.31
C 2.28388 -0.12427 -0.74806  0.30
C 1.81685 1.27316 -0.91182  0.40
C 1.59835 1.77597 0.43619  0.27
C 1.21780 3.15512 0.80239  -0.01
C 2.21873 2.14740 -2.04768  -0.01
C 3.03273 -0.90494 -1.76575  0.00
C 2.79678 -1.64000 1.29133  -0.01
C 1.87075 0.89832 2.82892  0.02
Au 0.12626 0.01242 -1.58696  0.17
H 1.66001 3.09227 -2.02133  0.00
H 3.29155 2.39992 -2.03552  0.03
H 1.99165 1.65216 -2.99731  0.01
H 1.01076 3.75394 -0.09124  0.00
H 0.31396 3.16778 1.43346  0.02
H 2.01768 3.66030 1.36887  0.03
H 1.70392 -0.06846 3.32091  0.01
H 2.83142 1.29306 3.19840  0.04
H 1.08488 1.59250 3.15497  0.01
H 2.90617 -2.44285 0.55381  0.00
H 3.77853 -1.48849 1.76984  0.03
H 2.10467 -1.98726 2.07244  0.02
H 2.57743 -0.77676 -2.75465  0.01
H 4.09165 -0.61039 -1.82948  0.03
H 3.00639 -1.97719 -1.52536  0.00
N -4.89579 1.74008 3.35402  0.00
C -3.90041 1.89660 2.41798  0.00
O -3.69508 2.96367 1.84884  0.00
C -3.03387 0.69453 2.18899  0.00
C -2.98174 -0.43336 3.02576  0.00
C -2.09774 -1.46281 2.72547  0.00
C -1.28449 -1.34815 1.58418  0.00
N -1.35135 -0.29120 0.77804  0.01
C -2.16138 0.72393 1.08093  0.00
H -5.55406 2.50396 3.42520  0.00
H -5.23304 0.82824 3.61490  0.00
H -3.62238 -0.48942 3.90838  0.00
H -2.01196 -2.35804 3.34012  0.00
H -0.57716 -2.13861 1.31569  0.00
H -2.13668 1.58901 0.41152  0.00


(3)
The following is a DFT calculation (ωB97M-V with the def2-TZVPD basis set) of C19H29Cl2N2O5SSe2Zr as an isolated structure.

Properties
HOMO level ... -9.62 eV
Net charge ... +1
Lowest unoccupied orbital energy ... -2.8 eV
Frontier orbital gap ... 6.79 eV

Last column: Löwdin charge in e.
Element x y z (Å)
Zr -0.34765 0.17694 -0.19572  1.05
C 1.17878 -4.35059 -1.07908  0.01
N 2.26403 -3.37606 -0.97129  -0.11
C 3.59445 -3.77797 -1.41628  -0.01
C 2.03174 -2.17454 -0.46945  -0.42
O 0.92191 -1.83034 -0.03119  -0.17
C 3.15285 -1.14699 -0.42166  -0.09
O 2.67054 0.02270 0.19300  -0.24
C 2.86658 0.14227 1.57958  -0.11
C 1.58129 0.01668 2.39036  -0.36
O 0.45792 0.02812 1.84788  -0.14
N 1.69959 -0.05668 3.70729  -0.11
C 2.99550 -0.07222 4.38176  -0.01
C 0.51581 -0.15918 4.55981  0.01
H 1.42387 -5.23849 -0.49659  0.10
H 0.26144 -3.90368 -0.70707  0.08
H 1.05450 -4.63255 -2.12459  0.10
H 3.49987 -4.70265 -1.97865  0.10
H 4.03378 -3.03130 -2.07646  0.10
H 4.25924 -3.96023 -0.57063  0.10
H 4.03360 -1.54581 0.09098  0.14
H 3.45961 -0.87444 -1.43427  0.15
H 3.59267 -0.59234 1.93933  0.14
H 3.27777 1.13795 1.77365  0.15
H 3.48084 -1.04414 4.28150  0.11
H 3.65144 0.71030 4.00473  0.10
H 2.82731 0.11913 5.43779  0.10
H -0.37014 -0.24743 3.94131  0.09
H 0.60825 -1.03765 5.19721  0.10
H 0.44325 0.73074 5.18494  0.11
Cl -0.13263 -0.87311 -2.65412  0.67
C -1.74868 -1.59308 -2.94216  -0.61
C -2.07005 -1.76811 -4.27097  -0.11
C -3.31356 -2.30347 -4.56845  -0.06
C -4.18382 -2.62664 -3.54206  -0.10
C -3.81761 -2.42466 -2.22174  -0.67
Cl -4.95977 -2.84956 -0.99397  0.69
C -2.57020 -1.89651 -1.85443  -0.74
S -2.12258 -1.72512 -0.17387  0.54
H -1.37361 -1.48459 -5.04574  0.11
H -3.60309 -2.46049 -5.59754  0.11
H -5.16143 -3.03484 -3.75327  0.11
O -1.91458 5.90775 -0.67009  -0.04
C -1.92249 5.08646 0.47925  -0.23
C -1.50187 3.66800 0.06050  -0.57
C -1.40039 2.87587 1.36838  -0.17
O -1.62558 1.44067 1.21582  -0.27
C -0.18515 3.78459 -0.73198  -0.51
Se 1.10510 2.31729 -0.61560  0.66
C -2.61453 3.08031 -0.80638  -0.50
Se -2.14644 1.43509 -1.75642  0.65
H -2.18201 6.79825 -0.42679  0.10
H -2.92434 5.04742 0.92573  0.13
H -1.22297 5.46470 1.23737  0.14
H -2.16065 3.21725 2.07465  0.14
H -0.41596 2.95272 1.82687  0.12
H -2.51623 1.30257 0.85211  0.07
H 0.37475 4.65288 -0.38555  0.06
H -0.41470 3.94742 -1.78290  0.07
H -2.87632 3.80336 -1.57723  0.07
H -3.51925 2.92801 -0.20762  0.08


(4)
The following is a DFT calculation (ωB97M-V with the def2-TZVPD basis set) of a 2-piece molecular cluster, C19H29F4N4O2 overall in a non-equilibrium geometry.

Properties
HOMO level ... -11.35 eV
Net charge ... +1
Lowest unoccupied orbital energy ... -3.5 eV
Frontier orbital gap ... 7.86 eV

Last column: Löwdin charge in e.
Element x y z (Å)
C -1.35561 3.26611 -0.40954  -0.05
C -0.59071 1.95965 0.00735  -0.25
C -0.80321 0.77959 -0.81774  -0.04
C -0.16062 -0.48863 -0.46779  0.00
C 0.69986 -0.54942 0.70087  -0.12
C 1.38121 -1.88397 1.16090  -0.35
C 0.35284 -2.53687 2.20629  -0.05
C 1.56795 -2.94412 0.01116  -0.08
C 0.97060 0.62484 1.54829  -0.22
O 1.82064 0.54554 2.65826  -0.05
C 2.96111 1.39182 2.51134  -0.08
C 3.42283 1.33092 1.01994  -0.17
N 3.95908 0.12978 0.59842  0.23
C 4.23533 0.41634 -0.74900  -0.27
N 4.81416 -0.56594 -1.43365  0.22
N 3.86464 1.69352 -1.11793  0.11
C 4.00884 2.28014 -2.43356  -0.37
F 4.14524 3.64881 -2.36139  0.14
F 5.12054 1.81843 -3.09360  0.14
C 2.76290 2.00394 -3.38507  -0.23
F 1.62565 2.52361 -2.78942  0.07
F 2.98437 2.67324 -4.55639  0.10
N 3.35943 2.25302 0.02125  0.19
C 0.29523 1.87060 1.15007  0.02
H -0.86213 3.74050 -1.29041  0.08
H -2.37772 2.91917 -0.73453  0.08
H -1.52989 3.95585 0.45077  0.08
H -1.46512 0.81757 -1.70975  0.12
H -0.38707 -1.34917 -1.13250  0.11
H 2.36194 -1.73594 1.67069  0.12
H 0.21699 -1.77504 3.01511  0.08
H -0.63450 -2.57399 1.66216  0.09
H 0.68574 -3.53621 2.56853  0.08
H 0.74741 -2.97118 -0.74366  0.06
H 1.57553 -3.95693 0.50456  0.08
H 2.54120 -2.86958 -0.54130  0.06
H 3.80176 0.94266 3.11121  0.15
H 2.82248 2.43007 2.91050  0.14
H 4.87554 -0.47240 -2.44485  0.13
H 5.23728 -1.34376 -0.93148  0.15
H 2.60538 0.91494 -3.58123  0.18
H 2.98066 3.19581 0.09314  0.20
H 0.43930 2.80045 1.76147  0.12
C -5.14313 -2.97645 -0.66346  -0.08
C -4.61324 -2.62009 0.71523  -0.28
O -3.80817 -1.45125 0.73130  -0.17
C -4.43062 -0.24993 0.30411  -0.29
C -5.63659 0.14159 1.14099  -0.07
H -4.31860 -3.10221 -1.36944  0.08
H -5.71416 -3.90551 -0.62229  0.08
H -5.79858 -2.19979 -1.06194  0.07
H -3.97954 -3.43490 1.07176  0.12
H -5.43098 -2.52738 1.43722  0.11
H -4.69500 -0.31752 -0.75716  0.11
H -3.67502 0.53527 0.38501  0.10
H -6.43328 -0.60118 1.08258  0.07
H -6.04413 1.09467 0.79677  0.08
H -5.35604 0.24093 2.19185  0.08


The calculated total energy results, record by record, are as follows: -45978.7667, -28874.7079, -201242.2861, -41089.7076 eV.